{
  "formula": "C17H68O17",
  "method": "ωB97M-V with the def2-TZVPD basis set",
  "e_tot_ha": -1967.2806,
  "de_lowest_kj_mol": 68.4,
  "largest_force_ev_per_a": 2.30,
  "homo_ev": -9.47,
  "orbital_gap_ev": 9.73,
  "elements": ["C", "O", "H", "H", "H", "H", "C", "O", "H", "H", "H", "H", "C", "O", "H", "H", "H", "H", "C", "O", "H", "H", "H", "H", "C", "O", "H", "H", "H", "H", "C", "O", "H", "H", "H", "H", "C", "O", "H", "H", "H", "H", "C", "O", "H", "H", "H", "H", "C", "O", "H", "H", "H", "H", "C", "O", "H", "H", "H", "H", "C", "O", "H", "H", "H", "H", "C", "O", "H", "H", "H", "H", "C", "O", "H", "H", "H", "H", "C", "O", "H", "H", "H", "H", "C", "O", "H", "H", "H", "H", "C", "O", "H", "H", "H", "H", "C", "O", "H", "H", "H", "H"],
  "positions_angstrom": [[12.218, 8.887, 6.518], [13.001, 10.102, 6.409], [11.325, 8.923, 5.857], [12.776, 8.016, 6.235], [11.931, 8.812, 7.565], [13.151, 10.282, 5.487], [16.619, 12.693, 8.201], [17.473, 13.593, 7.499], [15.530, 12.795, 7.945], [16.953, 11.667, 8.059], [16.755, 12.905, 9.275], [17.290, 13.515, 6.567], [13.669, 15.338, 8.655], [13.896, 16.511, 9.390], [13.770, 14.479, 9.330], [12.667, 15.306, 8.192], [14.487, 15.201, 7.907], [13.727, 17.288, 8.834], [15.029, 9.134, 13.761], [13.842, 8.385, 13.451], [14.840, 10.208, 13.727], [15.404, 8.848, 14.748], [15.685, 8.915, 12.905], [13.268, 8.387, 14.235], [8.318, 9.405, 8.282], [8.868, 8.070, 8.419], [8.195, 9.915, 9.262], [9.002, 10.000, 7.691], [7.353, 9.371, 7.757], [8.881, 7.819, 9.365], [10.289, 7.473, 11.644], [8.913, 7.512, 11.352], [10.817, 8.195, 10.991], [10.513, 7.704, 12.708], [10.714, 6.507, 11.394], [8.545, 8.266, 11.844], [9.402, 10.959, 12.485], [8.412, 10.013, 12.855], [10.279, 10.880, 13.134], [9.678, 10.814, 11.431], [8.962, 11.964, 12.602], [7.973, 10.352, 13.629], [14.404, 7.027, 10.382], [13.529, 6.650, 11.432], [15.433, 6.749, 10.596], [14.122, 6.646, 9.420], [14.456, 8.123, 10.337], [13.731, 7.243, 12.176], [11.071, 12.568, 7.539], [12.273, 12.106, 8.161], [10.394, 11.765, 7.267], [10.594, 13.274, 8.213], [11.317, 13.086, 6.590], [12.601, 11.375, 7.608], [7.009, 13.836, 11.001], [6.171, 13.933, 9.868], [6.699, 13.103, 11.763], [8.018, 13.592, 10.670], [7.114, 14.829, 11.431], [5.459, 14.536, 10.094], [17.583, 9.108, 9.697], [16.957, 9.879, 10.681], [16.827, 8.683, 9.036], [18.248, 9.759, 9.104], [18.247, 8.308, 10.076], [17.656, 10.164, 11.282], [16.211, 15.723, 11.736], [14.907, 15.328, 11.930], [16.530, 15.716, 10.682], [16.261, 16.765, 12.102], [16.922, 15.159, 12.329], [14.517, 15.710, 11.130], [16.112, 13.011, 14.660], [16.634, 12.104, 15.607], [15.577, 13.843, 15.114], [16.964, 13.493, 14.156], [15.507, 12.525, 13.919], [17.195, 12.591, 16.216], [10.564, 15.783, 10.318], [9.978, 15.871, 11.620], [9.981, 16.349, 9.567], [11.591, 16.156, 10.338], [10.650, 14.732, 10.026], [10.347, 15.093, 12.080], [12.228, 13.764, 13.826], [11.154, 13.459, 12.945], [13.090, 14.118, 13.239], [12.052, 14.512, 14.614], [12.517, 12.849, 14.348], [11.568, 12.917, 12.267], [11.617, 6.341, 15.173], [11.878, 7.721, 15.418], [12.137, 5.707, 15.910], [10.533, 6.182, 15.184], [12.010, 6.042, 14.207], [11.475, 8.079, 16.215], [13.099, 10.750, 11.001], [12.181, 11.832, 10.875], [14.076, 11.023, 10.577], [13.222, 10.479, 12.062], [12.750, 9.882, 10.418], [12.156, 12.008, 9.919]],
  "forces_ev_per_a": [[-0.6, 0.8, -0.3], [-0.3, -0.6, 0.4], [0.4, 0.1, 0.6], [0.6, -0.4, -0.1], [-0.2, -0.1, -0.1], [0.1, 0.1, -0.5], [-0.3, 0.2, 0.5], [-0.3, 0.1, 0.4], [0.9, 0.0, 0.1], [-0.2, -0.2, -0.2], [-0.2, 0.0, -0.5], [0.0, 0.0, -0.4], [0.6, -1.0, -0.8], [-0.1, 0.8, 0.3], [-0.2, 0.2, 0.0], [0.4, 0.0, 0.1], [-0.8, 0.1, 0.1], [0.1, -0.4, 0.3], [-0.4, -0.4, -0.9], [0.1, 0.5, 0.7], [-0.1, 0.1, 0.2], [0.3, 0.0, -0.3], [0.3, 0.1, 0.7], [-0.2, -0.2, -0.2], [0.1, -0.8, 0.7], [-0.2, 0.8, 0.2], [0.0, -0.4, -0.5], [0.2, 0.1, -0.2], [0.2, 0.0, 0.2], [-0.2, 0.2, -0.3], [1.0, 0.7, -0.1], [-0.6, 0.1, 0.1], [0.0, -0.1, 0.5], [-0.1, -0.1, -0.6], [-0.2, -0.2, 0.1], [0.0, -0.1, -0.1], [-0.2, 0.8, 0.0], [-0.1, -0.7, -0.4], [0.0, 0.0, -0.2], [0.0, -0.1, 0.4], [0.5, -0.2, -0.2], [-0.2, 0.0, 0.3], [0.4, 1.1, 1.1], [0.1, -0.4, -0.7], [0.3, -0.5, 0.0], [-0.4, -0.4, -0.3], [-0.2, 0.0, -0.3], [-0.2, -0.1, 0.1], [0.6, 0.4, -0.6], [-0.4, 0.0, -0.2], [-0.2, -0.2, 0.3], [-0.1, -0.1, 0.0], [-0.1, 0.0, 0.4], [0.2, 0.0, 0.0], [0.6, 0.5, 0.2], [-0.3, -0.3, -0.2], [-0.2, 0.2, -0.3], [-0.1, -0.3, -0.1], [0.0, 0.0, 0.5], [-0.1, -0.1, -0.1], [1.1, -0.1, -0.9], [-0.1, 0.0, 0.8], [0.0, 0.0, 0.1], [-0.2, -0.2, -0.2], [-0.6, 0.1, 0.1], [-0.3, 0.1, 0.0], [1.5, 1.7, 0.3], [-1.1, -0.8, -0.8], [-0.1, -0.2, 0.2], [0.6, -0.1, -0.3], [0.0, -0.4, 0.1], [-0.9, -0.1, 0.3], [1.4, 1.3, 0.0], [-0.3, -0.6, 0.2], [-0.5, -0.1, 0.2], [-0.2, -0.1, -0.3], [-0.3, -0.4, -0.1], [0.0, 0.0, 0.0], [0.1, 0.0, 0.3], [0.2, -0.4, -0.5], [0.1, -0.3, 0.5], [0.0, 0.3, -0.1], [-0.2, 0.0, -0.3], [-0.2, 0.3, 0.3], [1.1, -0.2, 0.0], [-0.3, 1.0, 0.7], [-0.1, 0.0, 0.3], [-0.7, -0.1, -0.6], [0.2, -0.1, 0.1], [0.0, -0.4, -0.7], [-0.3, -0.1, 0.8], [0.6, 0.4, -0.6], [-0.4, 0.2, 0.0], [0.2, -0.3, 0.0], [0.0, 0.4, -0.2], [-0.1, -0.5, -0.1], [0.3, -0.1, -0.1], [0.1, -0.1, 0.3], [0.0, 0.0, 0.3], [-0.2, 0.1, -0.5], [0.0, 0.0, 0.4], [-0.1, 0.2, -0.1]]
}